C5H19NO6 | ωB97M-V/def2-TZVPD

Calculated values
Energy above the lowest of the compared OMol25 structures with the same formula, charge and spin = 1.858 eV
HOMO = -9.568 eV
SMILES string = C[C@H](O)CCNC=O.O.O.O.O

Atoms and positions in Å:
C -0.0852 2.9503 1.5559
C -0.6486 1.6898 0.8478
O 0.3627 1.1025 0.0733
C -1.8711 1.8584 0.0142
C -2.3432 0.5091 -0.5872
N -1.3915 -0.5314 -1.0723
C -1.8084 -1.8338 -1.2698
O -0.8909 -2.6285 -1.4306
H -0.3062 3.7986 0.9239
H 0.9666 2.8946 1.7878
H -0.5218 3.1463 2.5775
H -0.9249 0.8533 1.5984
H 1.0472 1.7041 -0.2366
H -2.8162 2.3020 0.4318
H -1.6504 2.5697 -0.7954
H -2.9820 0.7497 -1.5181
H -3.0447 -0.0052 0.0286
H -0.4320 -0.2694 -1.2197
H -2.8320 -2.2520 -1.2995
O 2.5995 0.8352 -2.1863
H 2.5713 0.1521 -1.4898
H 3.1102 1.5648 -1.8108
O 1.0780 -4.1375 -0.0283
H 0.1980 -4.5277 0.0071
H 0.9475 -3.4177 -0.6617
O 3.2310 -0.6238 -0.0004
H 2.6167 -0.2156 0.6269
H 2.9906 -1.5517 0.1270
O 1.1923 -2.0606 1.9165
H 1.2764 -2.9338 1.4937
H 0.3609 -1.6918 1.5959



C5H19NO6 | ωB97M-V/def2-TZVPD

Calculated values
Energy above the lowest of the compared OMol25 structures with the same formula, charge and spin = 1.172 eV
HOMO = -8.412 eV
SMILES string = Cc1ccc[nH]1.O.O.O.O.O.O

Atoms and positions in Å:
C -0.8052 -2.1042 -2.3270
C -0.2370 -1.7978 -0.9612
C -0.1174 -0.5987 -0.3068
C 0.2293 -0.9459 1.0383
C 0.3787 -2.3046 1.1162
N 0.0630 -2.8374 -0.1223
H -1.7900 -1.6381 -2.3675
H -0.1818 -1.7233 -3.1329
H -0.9269 -3.1663 -2.5304
H -0.0926 0.3825 -0.7464
H 0.3808 -0.1815 1.7693
H 0.7624 -2.8599 1.9557
H 0.2268 -3.7864 -0.3921
O -1.6768 3.8862 0.5524
H -1.1165 3.6790 1.3107
H -1.1978 3.4533 -0.1707
O -2.7712 1.3850 0.5880
H -3.7091 1.2799 0.4216
H -2.5679 2.3118 0.8154
O 3.4287 -0.9804 0.1237
H 2.7543 -1.5498 0.5459
H 4.0371 -0.7977 0.8473
O 0.8018 2.9942 -0.7881
H 1.4274 2.7832 -0.0939
H 1.0088 2.4153 -1.5264
O 2.3695 0.9991 -1.6607
H 3.2577 0.9715 -2.0203
H 2.2721 0.2941 -0.9994
O -2.2245 0.1709 3.3723
H -2.5588 0.5655 2.5593
H -1.4250 -0.2993 3.1302



C5H19O2PSSi2 | ωB97M-V/def2-TZVPD

Calculated values
HOMO = -8.481 eV

Atoms and positions in Å:
C 3.3478 1.6144 -0.3346
C 2.4807 2.8052 -0.7229
P 0.7526 2.8965 -0.0072
C -0.2905 2.9673 -1.5429
Si 0.2310 0.7903 0.6112
O -0.3964 -0.1164 -0.6246
Si 0.3459 -0.9583 -1.8384
H 3.3197 1.4285 0.7404
H 3.0135 0.6983 -0.8273
H 4.3899 1.7844 -0.6098
H 2.3695 2.8541 -1.8095
H 2.9773 3.7312 -0.4261
H -1.2583 2.4960 -1.3641
H 0.1769 2.4584 -2.3869
H -0.4772 4.0086 -1.8064
H 1.3874 0.0754 1.1995
H -0.8347 0.8926 1.6315
H -0.6963 -1.6224 -2.6338
H 1.0952 0.0023 -2.6896
H 1.3018 -1.9305 -1.2726
C -2.8382 -1.5377 1.1584
S -1.4141 -2.6317 1.1872
O -1.5033 -3.4700 -0.0385
C -1.9709 -3.6617 2.5506
H -2.6947 -0.8691 0.3139
H -3.7380 -2.1385 1.0285
H -2.8748 -0.9633 2.0841
H -2.9324 -4.1028 2.2896
H -2.0446 -3.0590 3.4556
H -1.2251 -4.4423 2.6844



C5H19O8 | ωB97M-V/def2-TZVPD

Calculated values
Energy above the lowest of the compared OMol25 structures with the same formula, charge and spin = 2.728 eV
HOMO = -3.946 eV
Total charge = -1

Atoms and positions in Å:
C -2.5136 0.6899 -0.4512
O -2.0478 -0.6396 -0.2829
C -1.3725 1.7167 -0.2766
C -0.1431 1.4405 0.5977
C -0.3374 1.0368 2.0249
C -0.1200 -0.1876 2.6035
O 0.3424 -1.2339 1.6566
O -0.1994 -0.6233 3.7529
H -3.4125 1.0281 0.1545
H -3.0366 0.8131 -1.4289
H -1.1189 2.0246 -1.3311
H -1.8810 2.5902 0.1372
H 0.3875 0.6076 0.1130
H 0.5587 2.2758 0.5232
H -0.5599 1.8254 2.7680
H -1.5830 -0.5801 0.5683
H 0.4905 -2.0999 2.0624
H 2.8510 0.0469 0.5274
H 2.4646 1.1599 -0.4432
O 2.9175 0.3121 -0.4090
H -0.8690 -2.0495 -1.0122
H 0.2135 -1.4610 -0.1842
O 0.0913 -2.0052 -0.9767
H 2.3577 -0.0495 3.0197
H 2.0722 -1.1174 1.9842
O 2.8259 -0.6152 2.3939
H 1.1087 -2.2923 -2.8589
H 1.8200 -1.1430 -2.3466
O 1.3992 -1.4268 -3.1713
H -1.1236 0.3740 -2.5755
H -0.4528 -0.5448 -3.6362
O -1.1296 0.1273 -3.5027



C5H20Al3O9P | ωB97M-V/def2-TZVPD

Calculated values
HOMO = -24.917 eV
Total charge = +6

Atoms and positions in Å:
Al 0.4038 -3.9180 -3.5467
Al -1.3067 0.2325 5.1465
Al -2.3952 -6.2251 2.6298
P -1.3625 -1.5835 0.5794
O -0.4004 -0.5678 1.1209
O -1.6148 -1.1878 -0.8787
O -2.5186 -1.7835 1.5340
O -0.6274 -2.9373 0.5315
C -2.0857 3.6638 -2.2491
O -1.4566 2.5644 -2.9952
H -3.1309 3.4681 -2.0094
H -1.6072 3.7935 -1.2784
H -2.0047 4.5127 -2.9279
H -1.5646 1.7639 -2.4764
C 2.2497 4.3262 1.4251
O 1.4794 3.3613 2.1010
H 3.2674 4.3835 1.8113
H 2.4517 3.9896 0.4083
H 1.8791 5.3404 1.5742
H 1.2333 2.5878 1.5884
C 4.4057 -0.3448 -0.6339
O 3.1433 -0.7973 -1.0320
H 4.7575 -0.6273 0.3583
H 5.2239 -0.7631 -1.2202
H 4.4787 0.7328 -0.7812
H 2.4922 -0.4432 -0.4218
C -5.7676 0.0985 -3.3480
O -5.6430 -0.2614 -2.0458
H -5.2830 -0.6151 -4.0144
H -6.8357 -0.0230 -3.5282
H -5.3466 1.0381 -3.7055
H -4.6945 -0.4037 -2.0047
C 3.3143 -4.0538 3.5471
O 2.0367 -3.4480 3.5606
H 4.0051 -3.4410 2.9681
H 3.7252 -4.2047 4.5454
H 3.2331 -5.0067 3.0241
H 1.8657 -3.2211 2.6436



C5H20As2F12N10O5Tl | ωB97M-V/def2-TZVPD

Calculated values
Energy above the lowest of the compared OMol25 structures with the same formula, charge and spin = 6.349 eV
HOMO = -12.732 eV
Total charge = +1

Atoms and positions in Å:
Tl 1.9518 -0.3238 -1.2040
As -2.3293 3.8247 0.8136
F -1.1846 2.4744 0.2970
F -3.3893 3.5620 -0.5948
F -3.2560 5.2383 1.3151
F -1.2996 4.2386 2.2028
F -1.3841 4.9173 -0.3462
F -3.2943 2.6630 1.7661
As 4.6123 -3.7446 3.2404
F 3.0482 -4.5564 3.5288
F 5.1769 -5.0316 2.1259
F 6.1811 -2.9600 3.0217
F 4.0200 -2.4219 4.3947
F 5.3715 -4.7547 4.4519
F 3.9250 -2.8692 1.8705
C 3.6401 4.8574 -0.3749
O 3.0794 3.8486 -0.8265
N 3.1265 5.7262 0.3710
N 4.9350 5.0804 -0.3767
H 3.7124 6.4185 0.8155
H 2.1579 5.6657 0.6509
H 5.2473 5.9503 0.0305
H 5.3378 4.9765 -1.2971
C -1.0715 2.8414 -4.5325
O -0.4164 2.0779 -3.8432
N -1.7534 2.5247 -5.6177
N -1.2157 4.0733 -4.2491
H -2.4641 3.1752 -5.9207
H -1.6768 1.6642 -6.1408
H -0.8818 4.4287 -3.3646
H -1.5367 4.7391 -4.9374
C -3.5626 -1.2454 -1.6559
O -2.3240 -1.2385 -1.6400
N -4.2132 -1.8234 -2.6425
N -4.3720 -0.7086 -0.7720
H -3.6900 -1.8710 -3.5051
H -5.2101 -1.9700 -2.7115
H -3.8826 -0.3750 0.0461
H -5.3754 -0.8070 -0.7117
C 0.4362 -5.6250 -0.7917
O 0.6279 -4.4350 -0.8451
N 1.2331 -6.4481 -0.2335
N -0.6208 -6.1215 -1.3778
H 1.0574 -7.4425 -0.2531
H 2.0365 -6.0662 0.2447
H -1.1696 -5.3345 -1.6933
H -0.7611 -7.0873 -1.6379
C -0.9032 -1.2146 3.6069
O -0.3263 -1.1139 2.5292
N -0.4989 -2.0120 4.5335
N -1.7497 -0.3353 4.0800
H 0.2849 -2.6451 4.4627
H -0.9645 -2.0263 5.4296
H -2.1324 0.3062 3.4002
H -2.2892 -0.6643 4.8679



C5H20BBeBrKNbO5P | ωB97M-V/def2-TZVPD

Calculated values
HOMO = -9.560 eV
Total charge = +1

Atoms and positions in Å:
C -3.4975 1.9481 0.6195
C -3.5996 1.8105 -0.9012
B -2.0722 2.0414 -1.4425
O -1.2617 1.0724 -1.8435
Nb -1.4288 4.3256 -1.4163
H -3.9879 1.1098 1.0997
H -4.0052 2.9918 0.9059
H -2.4619 1.9578 0.9380
H -4.0104 0.8547 -1.2169
H -4.1613 2.6503 -1.2800
H -1.1009 0.4363 -1.1256
H -0.2471 4.0230 -2.7782
H -2.8176 4.5197 -2.6085
H -2.6167 4.5670 -0.0422
H -0.1642 3.7847 -0.2171
H -1.0365 6.1098 -1.3853
C 3.9895 -1.9097 -0.8675
O 3.1233 -2.8153 -0.1851
P 1.7885 -2.1037 0.6133
O 2.6385 -1.6134 1.7590
O 1.0630 -3.5004 0.9402
C 1.8182 -4.6404 1.3557
O 0.4652 -1.1940 1.0804
C -0.0736 -1.5012 2.3722
H 4.7180 -2.4909 -1.4284
H 3.4305 -1.2918 -1.5717
H 4.5200 -1.2736 -0.1508
H 2.6722 -4.3494 1.9673
H 2.1435 -5.2127 0.4886
H 1.1546 -5.2617 1.9524
H 0.7176 -1.6048 3.1114
H -0.6760 -2.4066 2.3351
H -0.7141 -0.6645 2.6452
Be 5.5370 -0.4318 -2.7801
Br -5.6779 3.6461 1.2281
K 5.8312 -3.5833 -2.1712